[1]
{
  "formula": "C16H35BrFNO7Si2",
  "method": "the ωB97M-V functional and the def2-TZVPD basis",
  "e_homo_ev": -9.14,
  "orbital_gap_ev": 9.58,
  "species": ["Br", "Si", "Si", "F", "O", "O", "O", "O", "O", "O", "O", "N", "C", "C", "C", "C", "C", "C", "C", "C", "C", "C", "C", "C", "C", "C", "C", "C", "H", "H", "H", "H", "H", "H", "H", "H", "H", "H", "H", "H", "H", "H", "H", "H", "H", "H", "H", "H", "H", "H", "H", "H", "H", "H", "H", "H", "H", "H", "H", "H", "H", "H", "H"],
  "positions_angstrom": [[1.147, 1.981, 3.268], [-0.701, 2.496, 2.151], [-0.200, 0.602, 0.007], [-0.353, 3.813, 1.343], [0.747, -1.334, 1.830], [-1.202, 1.308, 1.162], [5.064, -7.224, -1.472], [-3.916, 1.515, 2.864], [-1.283, -2.212, 2.178], [-2.401, 4.547, -3.651], [3.428, -5.396, 0.149], [-4.135, 3.721, 2.188], [1.156, -0.512, 0.723], [4.129, -8.253, -1.207], [4.070, -5.893, 1.311], [4.336, -4.990, -0.863], [4.470, -6.030, -1.952], [-2.047, 2.906, 3.381], [-2.331, 5.521, -2.633], [-3.494, 4.165, 0.957], [-0.009, -3.190, 0.424], [-2.358, 3.208, -3.211], [-0.361, 2.954, -1.645], [-0.939, 2.681, -3.037], [-0.258, -2.210, 1.532], [-3.426, 2.636, 2.806], [0.589, 1.839, -1.146], [-4.402, 4.818, 3.118], [0.907, 1.259, -2.011], [-3.209, 6.156, -2.662], [1.036, -3.443, 0.290], [-3.842, 5.715, 2.869], [-4.216, 4.512, 4.140], [-2.677, 4.867, 1.130], [-2.284, 5.081, -1.641], [-0.541, -4.091, 0.692], [-0.954, 1.612, -3.219], [3.756, -8.685, -2.142], [0.177, 3.892, -1.609], [4.845, -6.622, 1.063], [4.514, -5.073, 1.886], [3.312, -6.377, 1.923], [-2.877, 2.622, -3.961], [1.468, -1.160, -0.101], [-1.079, -0.274, -0.799], [-0.320, 3.184, -3.767], [-2.927, 3.102, -2.288], [5.315, -4.763, -0.432], [4.645, -9.029, -0.645], [1.509, 2.231, -0.722], [-1.932, 3.956, 3.633], [3.285, -7.890, -0.616], [5.121, -5.634, -2.737], [-1.910, 2.257, 4.234], [-4.236, 4.675, 0.351], [-3.169, 3.301, 0.389], [-1.174, 3.061, -0.936], [2.036, 0.031, 1.033], [3.940, -4.069, -1.305], [-5.454, 5.081, 3.061], [-0.434, -2.846, -0.509], [-1.443, 6.127, -2.770], [3.492, -6.239, -2.397]],
  "lowdin_charge": [0.511, -0.081, 0.577, -0.111, -0.083, -0.265, -0.189, 0.114, 0.126, -0.173, -0.201, -0.178, -0.262, -0.110, -0.107, -0.208, -0.209, -0.141, -0.098, -0.090, 0.011, -0.232, -0.255, -0.162, -0.542, -0.481, -0.253, -0.071, 0.076, 0.085, 0.078, 0.082, 0.088, 0.080, 0.063, 0.091, 0.107, 0.089, 0.111, 0.084, 0.089, 0.090, 0.119, 0.084, 0.034, 0.121, 0.112, 0.127, 0.089, 0.079, 0.087, 0.083, 0.126, 0.091, 0.091, 0.076, 0.055, 0.070, 0.122, 0.083, 0.083, 0.087, 0.126]
}

[2]
{
  "formula": "C16H35MoNO4P2Si",
  "method": "the ωB97M-V functional and the def2-TZVPD basis",
  "de_lowest_ev": 0.000,
  "multiplicity": 3,
  "e_homo_ev": [-6.09, -7.40],
  "orbital_gap_ev": [5.99, 6.95],
  "species": ["Mo", "P", "P", "Si", "O", "O", "O", "O", "N", "C", "C", "C", "C", "C", "C", "C", "C", "C", "C", "C", "C", "C", "C", "C", "C", "H", "H", "H", "H", "H", "H", "H", "H", "H", "H", "H", "H", "H", "H", "H", "H", "H", "H", "H", "H", "H", "H", "H", "H", "H", "H", "H", "H", "H", "H", "H", "H", "H", "H", "H"],
  "positions_angstrom": [[-0.437, 0.115, -0.196], [0.710, -0.368, 1.826], [-0.866, 0.673, -2.467], [1.805, 0.396, -0.979], [0.986, -1.993, 1.905], [2.174, 0.313, 2.172], [-1.447, 1.996, -0.092], [-0.122, -0.218, 3.232], [-0.870, -1.660, -0.497], [-2.676, 0.833, -2.555], [-1.359, 3.028, 0.837], [2.574, 2.086, -0.554], [-0.542, -0.622, -3.719], [0.497, -3.544, -1.025], [-0.696, 4.223, 0.147], [-1.697, -5.222, -0.494], [-1.844, -3.859, -0.312], [-0.285, 2.206, -3.261], [0.607, -4.913, -1.212], [-0.481, -5.758, -0.946], [-0.753, -2.973, -0.610], [2.837, 0.324, 3.449], [-0.416, 1.075, 3.803], [-2.750, 3.315, 1.429], [2.234, -2.642, 2.165], [-3.542, 3.057, 0.714], [1.552, -5.330, -1.570], [3.643, 2.065, -0.805], [0.518, -0.903, -3.714], [2.544, -2.491, 3.211], [-0.101, 1.080, 4.858], [-1.134, -1.517, -3.481], [0.806, 2.193, -3.372], [-0.712, 5.106, 0.791], [2.791, -0.615, -0.491], [-2.545, -5.877, -0.277], [2.037, -3.714, 2.026], [1.347, -2.873, -1.198], [-3.008, 1.625, -1.874], [2.080, 2.871, -1.150], [-0.565, 3.064, -2.636], [3.032, -2.325, 1.473], [-1.507, 1.221, 3.758], [-2.896, 2.734, 2.343], [-3.138, -0.111, -2.245], [2.208, 0.725, 4.258], [-0.824, -0.246, -4.716], [-0.723, 2.682, 1.683], [-0.399, -6.837, -1.092], [2.103, 0.308, -2.434], [3.192, -0.685, 3.714], [-2.825, 4.375, 1.696], [2.451, 2.280, 0.524], [-0.754, 2.293, -4.252], [-1.216, 4.472, -0.786], [3.707, 0.983, 3.329], [-2.771, -3.409, 0.045], [0.083, 1.924, 3.298], [0.349, 3.990, -0.089], [-2.966, 1.072, -3.587]],
  "lowdin_charge": [0.900, 0.670, 0.663, 0.382, -0.336, -0.377, -0.454, -0.319, -0.196, -0.255, -0.573, -0.307, -0.257, -0.049, -0.055, -0.112, -0.040, -0.243, -0.108, -0.112, -0.416, -0.086, -0.128, -0.046, -0.115, 0.078, 0.100, 0.019, 0.027, 0.071, 0.088, 0.046, 0.034, 0.073, -0.075, 0.100, 0.093, 0.094, 0.032, 0.000, 0.035, 0.086, 0.085, 0.057, 0.046, 0.078, 0.049, 0.085, 0.093, -0.078, 0.072, 0.071, 0.005, 0.052, 0.077, 0.097, 0.101, 0.074, 0.056, 0.050]
}

[3]
{
  "formula": "C16H35N3O5",
  "method": "the ωB97M-V functional and the def2-TZVPD basis",
  "de_lowest_ev": 1.554,
  "smiles": "OCCN1CCOCCOCCN(CCO)CCN(CCO)CC1",
  "e_homo_ev": -8.23,
  "orbital_gap_ev": 9.12,
  "species": ["O", "O", "O", "O", "O", "N", "N", "N", "C", "C", "C", "C", "C", "C", "C", "C", "C", "C", "C", "C", "C", "C", "C", "C", "H", "H", "H", "H", "H", "H", "H", "H", "H", "H", "H", "H", "H", "H", "H", "H", "H", "H", "H", "H", "H", "H", "H", "H", "H", "H", "H", "H", "H", "H", "H", "H", "H", "H", "H"],
  "positions_angstrom": [[-1.483, 0.091, -2.034], [-3.485, 0.562, 0.001], [-1.413, 2.698, 0.482], [4.511, 0.669, -0.192], [2.579, -0.811, -1.523], [1.599, 1.444, 0.102], [1.276, -1.695, 0.847], [-1.765, -1.844, 0.084], [-3.666, 1.962, 0.008], [-0.185, 3.237, 0.025], [-2.930, 0.039, 1.197], [-1.472, -1.293, -2.284], [-2.758, -1.480, 1.078], [2.398, -2.180, -1.276], [-0.864, -2.905, 0.498], [-2.310, -2.044, -1.251], [1.732, -0.528, 1.579], [2.756, 2.202, 0.567], [3.988, 1.962, -0.323], [-2.448, 2.755, -0.477], [2.307, -2.501, 0.225], [0.206, -2.425, 1.490], [0.920, 0.708, 1.157], [0.698, 2.218, -0.733], [-2.444, -1.845, 2.058], [-3.323, -1.635, -1.285], [-0.432, -1.634, -2.259], [3.924, 0.063, -0.685], [-3.740, -1.925, 0.854], [4.781, 2.650, -0.011], [2.082, -3.566, 0.337], [3.256, -2.693, -1.719], [-3.944, 2.301, 1.014], [1.901, -0.314, -1.026], [0.591, -3.307, 2.032], [-3.610, 0.256, 2.035], [-0.265, -1.766, 2.220], [3.285, -2.313, 0.684], [-0.383, 4.110, -0.611], [-1.417, -3.746, 0.953], [1.306, 2.750, -1.467], [1.643, -0.681, 2.666], [0.050, 1.520, -1.271], [1.486, -2.532, -1.780], [3.732, 2.174, -1.369], [0.331, 3.582, 0.926], [2.786, -0.352, 1.357], [-1.966, 0.515, 1.400], [-2.364, -3.110, -1.518], [-4.494, 2.159, -0.679], [-2.756, 3.803, -0.626], [-2.109, 0.235, -1.305], [0.706, 1.341, 2.032], [-0.027, 0.355, 0.747], [-2.110, 2.355, -1.440], [-1.874, -1.482, -3.291], [3.014, 1.891, 1.582], [2.552, 3.281, 0.590], [-0.357, -3.281, -0.391]],
  "lowdin_charge": [-0.084, -0.163, -0.154, -0.081, -0.080, -0.185, -0.172, -0.161, -0.165, -0.177, -0.178, -0.224, -0.157, -0.228, -0.169, -0.170, -0.156, -0.167, -0.252, -0.190, -0.160, -0.170, -0.167, -0.143, 0.119, 0.122, 0.097, 0.042, 0.129, 0.115, 0.121, 0.122, 0.131, 0.070, 0.123, 0.130, 0.112, 0.126, 0.122, 0.125, 0.125, 0.122, 0.104, 0.095, 0.118, 0.120, 0.105, 0.106, 0.125, 0.132, 0.132, 0.043, 0.126, 0.100, 0.120, 0.119, 0.125, 0.118, 0.111]
}

[4]
{
  "formula": "C16H36As2F12PRb",
  "method": "the ωB97M-V functional and the def2-TZVPD basis",
  "de_lowest_ev": 3.186,
  "e_homo_ev": -10.78,
  "orbital_gap_ev": 9.39,
  "species": ["Rb", "As", "As", "P", "F", "F", "F", "F", "F", "F", "F", "F", "F", "F", "F", "F", "C", "C", "C", "C", "C", "C", "C", "C", "C", "C", "C", "C", "C", "C", "C", "C", "H", "H", "H", "H", "H", "H", "H", "H", "H", "H", "H", "H", "H", "H", "H", "H", "H", "H", "H", "H", "H", "H", "H", "H", "H", "H", "H", "H", "H", "H", "H", "H", "H", "H", "H", "H"],
  "positions_angstrom": [[8.040, -1.406, -3.334], [4.856, -4.606, 0.046], [7.580, 4.516, -0.567], [-2.022, 0.279, -0.204], [7.138, 4.501, -2.296], [5.704, -3.037, 0.448], [8.186, 4.529, 1.073], [4.194, -4.715, 1.695], [9.141, 5.178, -1.054], [6.006, 3.761, -0.030], [8.243, 2.839, -0.773], [4.067, -6.132, -0.440], [6.317, -5.441, 0.633], [5.436, -4.381, -1.615], [3.370, -3.679, -0.447], [6.890, 6.173, -0.410], [-6.688, 2.814, 0.587], [0.266, 1.214, -1.540], [-2.321, -2.530, 0.485], [-4.442, 1.713, 0.127], [0.077, -0.149, 1.697], [0.870, 1.379, -2.925], [0.842, 0.553, 2.855], [-1.161, 0.702, 1.295], [-0.777, 0.047, -1.484], [-3.069, -3.841, 0.211], [1.692, 0.160, -3.246], [-5.306, 2.935, -0.176], [-3.133, 1.697, -0.553], [-3.045, -1.194, 0.033], [-4.344, -4.151, 0.912], [1.947, -0.285, 3.483], [-7.355, 3.673, 0.513], [2.529, -0.840, 2.748], [1.023, -0.592, -3.663], [-4.186, -4.134, 1.991], [-0.278, -1.153, 1.930], [-3.815, -1.300, -0.732], [-0.414, -0.981, -1.457], [-2.503, 2.556, -0.323], [-5.434, 2.973, -1.258], [2.633, 0.187, 4.186], [-4.994, 0.781, -0.001], [-1.875, 0.560, 2.107], [1.016, 0.948, -0.795], [-0.901, 1.758, 1.223], [1.550, 2.227, -3.011], [-0.155, 2.167, -1.221], [-2.034, -2.411, 1.530], [2.259, -0.168, -2.375], [-4.872, -5.031, 0.546], [-6.431, 2.778, 1.645], [-3.247, 1.742, -1.636], [-4.983, -3.279, 0.772], [0.764, -0.288, 0.862], [0.175, 1.654, -3.719], [1.506, -1.072, 4.094], [-1.432, -2.650, -0.134], [-3.344, -3.962, -0.836], [1.232, 1.444, 2.363], [-4.748, 3.801, 0.179], [2.488, 0.353, -3.964], [-3.641, -0.932, 0.907], [-4.302, 1.659, 1.207], [-1.300, 0.013, -2.440], [0.109, 0.827, 3.615], [-2.362, -4.658, 0.353], [-7.228, 1.909, 0.308]],
  "lowdin_charge": [0.939, 0.881, 0.860, 1.001, -0.311, -0.332, -0.275, -0.291, -0.292, -0.325, -0.338, -0.288, -0.288, -0.315, -0.334, -0.302, -0.084, -0.222, -0.198, -0.305, -0.223, -0.269, -0.243, -0.274, -0.256, -0.287, -0.107, -0.224, -0.273, -0.252, -0.116, -0.095, 0.068, 0.081, 0.076, 0.079, 0.098, 0.105, 0.100, 0.101, 0.107, 0.078, 0.106, 0.106, 0.102, 0.102, 0.114, 0.105, 0.106, 0.087, 0.085, 0.067, 0.109, 0.065, 0.099, 0.112, 0.072, 0.099, 0.111, 0.111, 0.111, 0.075, 0.086, 0.116, 0.100, 0.107, 0.116, 0.070]
}

| no. | total energy (Eh) |
| --- | --- |
| 1 | -4465.081381 |
| 2 | -2026.742017 |
| 3 | -1171.045569 |
| 4 | -6666.798698 |